{"formula": "C4H2F9O12P2SV", "method": "ωB97M-V with the def2-TZVPD basis set", "lumo_energy_ev": [0.98, 1.63], "s2": 0.76, "mol_weight_g_mol": 557.99, "gap_ev": [8.859, 9.535], "spin_multiplicity": 2, "de_lowest_kcal_mol": 11.2, "energy_ha": -3980.76963, "charge": -1, "species": ["V", "O", "P", "O", "O", "O", "P", "O", "O", "O", "H", "H", "F", "C", "F", "F", "C", "O", "C", "F", "F", "F", "C", "F", "F", "F", "O", "S", "O", "O", "O"], "xyz": [[-0.60862, -0.94062, -0.50826], [-2.05264, 2.44685, -1.07522], [-2.39404, 1.14658, -1.92754], [-2.84247, 1.46142, -3.27188], [-1.12740, 0.22035, -1.79307], [-3.52940, 0.37586, -1.07427], [-3.42480, -0.14278, 0.44961], [-3.72222, 1.17863, 1.31005], [-4.36815, -1.22289, 0.71273], [-1.90168, -0.32285, 0.68803], [-1.64447, 2.26138, -0.22012], [-4.61070, 1.11889, 1.67649], [1.54853, 1.94994, -1.17594], [2.54089, 1.24504, -0.63805], [3.05367, 0.46650, -1.59028], [3.49316, 2.10358, -0.24541], [2.01218, 0.38983, 0.55466], [0.81786, -0.14747, 0.21570], [1.76735, 1.30370, 1.79553], [1.13578, 2.42650, 1.42298], [0.99719, 0.68648, 2.68415], [2.90742, 1.65648, 2.40069], [3.03413, -0.73284, 0.90955], [4.28421, -0.24127, 0.97574], [2.74164, -1.26637, 2.09766], [3.01544, -1.69410, 0.00204], [0.64454, -2.28877, -1.66985], [-0.15848, -3.27935, -0.88419], [-0.25818, -4.59735, -1.40075], [-1.52429, -2.46189, -0.95230], [0.17355, -3.09946, 0.53154]], "nbo_charge": [1.510, -0.989, 2.566, -1.071, -0.945, -1.088, 2.554, -0.997, -1.085, -1.002, 0.509, 0.509, -0.299, 0.968, -0.302, -0.316, 0.029, -0.618, 0.970, -0.317, -0.296, -0.312, 0.969, -0.321, -0.306, -0.284, -0.922, 2.524, -0.909, -0.781, -0.947]}


{"formula": "C9H10F2N3", "method": "ωB97M-V with the def2-TZVPD basis set", "lumo_energy_ev": -3.66, "smiles": "[NH2+]=C1C[C@@H](F)N(c2ccc(F)cc2)N1", "mol_weight_g_mol": 198.20, "gap_ev": 8.273, "spin_multiplicity": 1, "de_lowest_kcal_mol": 0.0, "energy_ha": -712.64509, "charge": 1, "species": ["N", "C", "C", "C", "F", "N", "C", "C", "C", "C", "F", "C", "C", "N", "H", "H", "H", "H", "H", "H", "H", "H", "H", "H"], "xyz": [[3.21507, -1.96525, 0.12732], [2.03317, -1.51492, -0.38349], [1.30028, -2.08822, -1.49859], [-0.04377, -1.34309, -1.39525], [-0.98384, -2.14661, -0.82220], [0.20487, -0.22084, -0.46274], [-0.74012, 0.71285, 0.05589], [-0.30280, 2.07933, 0.35468], [-1.11282, 2.91331, 1.14321], [-2.41007, 2.53621, 1.24442], [-3.23055, 3.38782, 1.87065], [-2.95708, 1.29667, 0.93898], [-2.07102, 0.36196, 0.41602], [1.41452, -0.48018, 0.18777], [3.91599, -2.61596, -0.26127], [3.67623, -1.53920, 0.99763], [1.96732, -2.00242, -2.38353], [0.98175, -3.16367, -1.24713], [-0.42983, -1.01137, -2.38035], [0.73436, 2.36503, 0.17945], [-0.81029, 3.85558, 1.43434], [-3.98140, 1.03406, 0.94702], [-2.23873, -0.62688, 0.22584], [1.86879, 0.17579, 0.71132]], "nbo_charge": [-0.761, 0.535, -0.543, 0.352, -0.340, -0.287, 0.072, -0.183, -0.270, 0.422, -0.308, -0.258, -0.174, -0.315, 0.448, 0.430, 0.292, 0.307, 0.216, 0.209, 0.246, 0.253, 0.226, 0.430]}


{"formula": "C5H6Br9CaO2", "method": "ωB97M-V with the def2-TZVPD basis set", "lumo_energy_ev": -5.85, "mol_weight_g_mol": 857.32, "gap_ev": 6.094, "spin_multiplicity": 1, "de_lowest_kcal_mol": 0.0, "energy_ha": -24188.12774, "charge": 1, "species": ["Ca", "C", "C", "O", "O", "H", "H", "H", "C", "Br", "Br", "Br", "H", "C", "Br", "Br", "Br", "H", "C", "Br", "Br", "Br", "H"], "xyz": [[0.66564, 0.09326, -5.09688], [-0.14601, -1.32225, -1.28965], [-0.07484, -0.97656, -2.72218], [0.37717, -1.82769, -3.56600], [-0.26537, 0.25506, -3.12955], [-0.05759, -2.39629, -1.17278], [-1.11600, -1.04384, -0.87812], [0.66769, -0.82200, -0.76623], [3.02363, 0.00756, 1.79955], [4.63483, 0.71505, 2.53719], [1.53758, 1.17192, 2.17333], [2.62898, -1.78031, 2.39617], [3.13433, -0.06943, 0.73215], [-1.61242, -1.45674, 2.95959], [-1.11815, -3.29164, 2.65078], [-1.85579, -1.09070, 4.81085], [-3.21836, -0.99679, 1.98144], [-0.79786, -0.87208, 2.56007], [-1.30705, 3.01318, -1.27425], [-2.28224, 4.55467, -1.87007], [-1.89542, 2.49903, 0.46220], [0.57425, 3.44076, -1.35083], [-1.49697, 2.19583, -1.94679]], "mulliken_charge": [1.500, -0.427, 1.117, -0.827, -0.846, 0.319, 0.201, 0.013, -0.331, -0.018, -0.006, -0.001, 0.343, 0.277, -0.033, 0.001, -0.060, -0.201, -0.137, -0.015, 0.024, -0.057, 0.162]}


{"formula": "C7H16N2S", "method": "ωB97M-V with the def2-TZVPD basis set", "lumo_energy_ev": 0.64, "mol_weight_g_mol": 160.29, "gap_ev": 8.505, "spin_multiplicity": 1, "de_lowest_kcal_mol": 40.2, "energy_ha": -783.88498, "charge": 0, "species": ["C", "C", "C", "C", "C", "C", "C", "N", "N", "S", "H", "H", "H", "H", "H", "H", "H", "H", "H", "H", "H", "H", "H", "H", "H", "H"], "xyz": [[-0.68689, -1.16289, -0.09619], [-1.08658, 1.29515, -0.21033], [0.57629, -0.96868, -0.93730], [0.18129, 1.43810, -1.05538], [-1.71878, -0.08111, -0.43058], [-2.98185, -0.22976, 0.41205], [2.06907, 0.18949, 1.82886], [3.56258, -1.18649, -0.16409], [1.10953, 0.36461, -0.79892], [2.46331, 0.65872, 0.10603], [-1.10124, -2.15297, -0.29226], [-0.44104, -1.10803, 0.96625], [-0.83996, 1.41129, 0.84806], [-1.78875, 2.08532, -0.47972], [1.38521, -1.64959, -0.64697], [0.34058, -1.13320, -1.99601], [-0.08695, 1.41622, -2.11914], [0.68291, 2.38491, -0.84719], [-1.98877, -0.17382, -1.48896], [-2.73726, -0.18483, 1.47088], [-3.47109, -1.17900, 0.21413], [-3.68115, 0.57270, 0.19305], [1.93541, -0.88615, 1.85995], [1.19282, 0.72752, 2.17713], [2.93945, 0.45834, 2.41710], [4.17185, -0.90584, -0.93044]], "nbo_charge": [-0.411, -0.409, -0.248, -0.213, -0.218, -0.597, -0.777, -0.879, -0.624, 0.899, 0.214, 0.194, 0.192, 0.212, 0.272, 0.188, 0.190, 0.211, 0.193, 0.201, 0.210, 0.207, 0.246, 0.216, 0.243, 0.288]}


Repeat the second record exactly.
{"formula": "C9H10F2N3", "method": "ωB97M-V with the def2-TZVPD basis set", "lumo_energy_ev": -3.66, "smiles": "[NH2+]=C1C[C@@H](F)N(c2ccc(F)cc2)N1", "mol_weight_g_mol": 198.20, "gap_ev": 8.273, "spin_multiplicity": 1, "de_lowest_kcal_mol": 0.0, "energy_ha": -712.64509, "charge": 1, "species": ["N", "C", "C", "C", "F", "N", "C", "C", "C", "C", "F", "C", "C", "N", "H", "H", "H", "H", "H", "H", "H", "H", "H", "H"], "xyz": [[3.21507, -1.96525, 0.12732], [2.03317, -1.51492, -0.38349], [1.30028, -2.08822, -1.49859], [-0.04377, -1.34309, -1.39525], [-0.98384, -2.14661, -0.82220], [0.20487, -0.22084, -0.46274], [-0.74012, 0.71285, 0.05589], [-0.30280, 2.07933, 0.35468], [-1.11282, 2.91331, 1.14321], [-2.41007, 2.53621, 1.24442], [-3.23055, 3.38782, 1.87065], [-2.95708, 1.29667, 0.93898], [-2.07102, 0.36196, 0.41602], [1.41452, -0.48018, 0.18777], [3.91599, -2.61596, -0.26127], [3.67623, -1.53920, 0.99763], [1.96732, -2.00242, -2.38353], [0.98175, -3.16367, -1.24713], [-0.42983, -1.01137, -2.38035], [0.73436, 2.36503, 0.17945], [-0.81029, 3.85558, 1.43434], [-3.98140, 1.03406, 0.94702], [-2.23873, -0.62688, 0.22584], [1.86879, 0.17579, 0.71132]], "nbo_charge": [-0.761, 0.535, -0.543, 0.352, -0.340, -0.287, 0.072, -0.183, -0.270, 0.422, -0.308, -0.258, -0.174, -0.315, 0.448, 0.430, 0.292, 0.307, 0.216, 0.209, 0.246, 0.253, 0.226, 0.430]}


> Which formula does entry 3 have?

C5H6Br9CaO2